--- one ---
Here is the ion C7H12FN2 with charge +1 from the OMol25 dataset. Energies are from wB97M-V/def2-TZVPD.

The value obtained for the HOMO energy (alpha / beta) is -13.52 / -13.51 eV. The calculation puts the LUMO energy (alpha / beta) at -4.4 / -4.4 eV. As for the net charge: +1.

Geometry as XYZ:
```
22
C7H12FN2 | the OMol25 dataset | wB97M-V/def2-TZVPD
C 1.710 2.207 -2.180
C 0.923 1.029 -1.530
C 0.540 1.396 -0.102
C 0.147 0.150 0.601
C 0.662 -0.394 1.831
C -0.051 -1.439 2.223
F -0.088 -2.528 2.939
N -1.130 -1.684 0.802
C -2.339 -2.420 0.824
N -0.921 -0.529 0.166
H 2.521 2.365 -1.629
H 1.970 1.985 -3.141
H 1.144 3.081 -2.134
H 1.574 0.225 -1.391
H 0.114 0.746 -2.125
H -0.375 2.098 -0.025
H 1.378 1.782 0.383
H 1.445 0.134 2.467
H -3.084 -1.944 1.617
H -2.537 -2.578 -0.271
H -2.256 -3.457 1.339
H -1.347 -0.226 -0.666
```

=====

--- two ---
Here is the ion C7H12FN2 with charge +1 from the OMol25 dataset. Energies are from wB97M-V/def2-TZVPD.

The value obtained for the HOMO energy is -14.06 eV. The calculation puts the LUMO energy at -3.0 eV. As for the net charge: +1.

Geometry as XYZ:
```
22
C7H12FN2 | the OMol25 dataset | wB97M-V/def2-TZVPD
C -2.177 0.130 -1.336
C -1.679 -0.283 0.002
C -2.015 0.805 1.033
N -0.223 -0.525 0.022
C 0.411 -1.556 0.622
C 1.739 -1.316 0.648
N 1.921 -0.116 -0.017
C 3.184 0.552 -0.318
C 0.739 0.354 -0.404
F 0.463 1.537 -0.829
H -1.738 1.093 -1.420
H -3.272 0.240 -1.179
H -1.918 -0.599 -2.151
H -2.079 -1.335 0.324
H -1.740 1.795 0.844
H -1.475 0.589 2.054
H -3.100 0.680 1.294
H -0.012 -2.272 1.219
H 2.614 -1.834 0.972
H 3.621 1.150 0.465
H 3.926 -0.254 -0.685
H 2.812 1.166 -1.161
```

=====

How do the energies compare? Relative to the most stable structure, in kJ/mol: one 319.3; two 0.0.

=====

--- one ---
Here is the ion CH4Cl2OP with charge +1 from the OMol25 dataset. Energies are from wB97M-V/def2-TZVPD.

The value obtained for the HOMO energy is -17.06 eV. The calculation puts the LUMO energy at -4.1 eV. As for the net charge: +1.

Geometry as XYZ:
```
9
CH4Cl2OP | the OMol25 dataset | wB97M-V/def2-TZVPD
C -0.576 -0.885 0.328
O 1.020 1.325 0.590
P 0.327 0.411 -0.492
Cl -0.840 1.590 -1.583
Cl 1.731 -0.191 -1.626
H -0.884 -1.585 -0.380
H -1.499 -0.317 0.570
H -0.100 -1.441 1.108
H 0.822 1.092 1.487
```

=====

--- two ---
Here is a cluster of 2 separate species, CH4Cl2OP in total from the OMol25 dataset. Energies are from wB97M-V/def2-TZVPD.

The value obtained for the HOMO energy is -15.76 eV. The calculation puts the LUMO energy at -5.9 eV. As for the net charge: +1.

Geometry as XYZ:
```
9
CH4Cl2OP | the OMol25 dataset | wB97M-V/def2-TZVPD
C 1.375 0.187 -0.803
O -0.925 0.195 1.731
P -0.898 0.019 0.171
Cl -1.731 -1.692 -0.228
Cl -2.047 1.487 -0.413
H 1.732 -0.884 -0.443
H 2.146 0.975 -0.500
H 1.070 0.195 -1.883
H -0.720 -0.482 2.367
```

=====

How do the energies compare? Relative to the most stable structure, in kJ/mol: one 0.0; two 204.1.

=====

--- one ---
Here is an isolated molecule of C21H25NO5 from the OMol25 dataset. Energies are from wB97M-V/def2-TZVPD.

The value obtained for the HOMO energy is -7.49 eV. The calculation puts the LUMO energy at 0.4 eV.

Geometry as XYZ:
```
52
C21H25NO5 | the OMol25 dataset | wB97M-V/def2-TZVPD
C -4.310 -6.975 1.587
C -5.206 -7.417 0.437
C -4.652 -7.062 -0.947
O -4.721 -5.677 -1.219
C -3.687 -4.838 -0.940
C -2.406 -5.203 -0.538
C -1.445 -4.234 -0.320
C -1.722 -2.881 -0.493
N -0.707 -1.964 -0.251
C -0.757 -0.618 -0.337
C 0.284 0.206 -0.089
C 0.104 1.644 -0.179
O -0.987 2.156 -0.406
C 1.301 2.494 0.058
C 2.600 2.075 -0.214
C 3.660 2.935 0.008
O 4.968 2.636 -0.244
C 5.274 1.369 -0.765
C 3.449 4.230 0.529
O 4.597 4.936 0.722
C 4.569 6.332 0.910
C 2.136 4.644 0.805
O 1.951 5.899 1.330
C 0.633 6.350 1.532
C 1.086 3.774 0.548
C -3.006 -2.516 -0.900
C -3.964 -3.480 -1.118
H -4.165 -5.897 1.571
H -4.764 -7.244 2.537
H -3.336 -7.458 1.527
H -6.186 -6.947 0.538
H -5.344 -8.500 0.475
H -3.636 -7.449 -1.070
H -5.286 -7.524 -1.712
H -2.136 -6.235 -0.386
H -0.456 -4.538 -0.006
H 0.178 -2.364 0.033
H -1.697 -0.174 -0.628
H 1.241 -0.186 0.217
H 2.773 1.101 -0.640
H 6.357 1.356 -0.884
H 4.803 1.206 -1.741
H 4.978 0.567 -0.081
H 5.612 6.643 0.866
H 4.006 6.834 0.120
H 4.147 6.604 1.880
H 0.732 7.370 1.902
H 0.110 5.744 2.278
H 0.060 6.355 0.600
H 0.064 4.062 0.732
H -3.264 -1.480 -1.048
H -4.957 -3.203 -1.435
```

=====

--- two ---
Here is an isolated molecule of C21H25NO5 from the OMol25 dataset. Energies are from wB97M-V/def2-TZVPD.

The value obtained for the HOMO energy is -8.65 eV. The calculation puts the LUMO energy at 0.7 eV.

Geometry as XYZ:
```
52
C21H25NO5 | the OMol25 dataset | wB97M-V/def2-TZVPD
C 5.511 1.492 -0.813
O 4.666 0.843 0.108
C 3.357 1.192 0.149
C 2.767 2.174 -0.641
C 1.419 2.430 -0.500
C 0.636 1.740 0.417
C -0.793 2.051 0.570
O -1.439 1.900 1.584
O -1.323 2.537 -0.566
C -2.723 2.817 -0.580
C -3.501 1.517 -0.870
O -4.030 1.303 -1.939
N -3.495 0.672 0.174
C -3.800 -0.741 0.074
C -4.715 -1.143 1.226
C -2.481 -1.530 0.101
C -1.676 -1.319 -1.184
C -0.215 -1.653 -1.066
C 0.721 -0.890 -1.754
C 2.069 -1.193 -1.696
C 2.509 -2.261 -0.934
C 1.588 -3.025 -0.240
C 0.237 -2.728 -0.310
C 1.228 0.729 1.206
O 0.416 0.040 2.030
C 0.959 -0.998 2.813
C 2.583 0.477 1.063
H 5.181 1.330 -1.844
H 5.573 2.566 -0.615
H 6.494 1.044 -0.676
H 3.341 2.738 -1.358
H 0.953 3.193 -1.103
H -3.031 3.246 0.378
H -2.879 3.525 -1.395
H -2.992 0.950 1.011
H -4.310 -0.889 -0.884
H -4.209 -0.989 2.177
H -4.991 -2.191 1.142
H -5.622 -0.544 1.212
H -1.893 -1.189 0.957
H -2.706 -2.588 0.238
H -2.113 -1.926 -1.984
H -1.762 -0.277 -1.498
H 0.387 -0.049 -2.345
H 2.778 -0.593 -2.248
H 3.562 -2.495 -0.881
H 1.921 -3.865 0.354
H -0.468 -3.342 0.229
H 0.124 -1.399 3.385
H 1.721 -0.623 3.503
H 1.385 -1.785 2.184
H 3.082 -0.284 1.638
```

=====

How do the energies compare? Relative to the most stable structure, in kJ/mol: one 254.9; two 0.0.

=====

--- one ---
Here is an isolated molecule of C5H13N2 from the OMol25 dataset. Energies are from wB97M-V/def2-TZVPD.

Its expectation value of S² is 0.750. The value obtained for the HOMO energy (alpha / beta) is -3.68 / -8.53 eV. The calculation puts the LUMO energy (alpha / beta) at 1.0 / 0.6 eV. Its spin multiplicity is 2.

Geometry as XYZ:
```
20
C5H13N2 | the OMol25 dataset | wB97M-V/def2-TZVPD
C -0.463 -2.289 -1.816
C 0.090 -1.381 -0.711
C -0.668 -0.035 -0.648
C -0.016 0.916 0.335
C -0.707 1.384 1.382
N -0.291 1.947 2.562
N 1.443 1.099 0.206
H -1.052 -1.676 -2.501
H -1.132 -3.080 -1.483
H 0.335 -2.764 -2.383
H 0.147 -1.888 0.251
H 1.093 -1.085 -1.009
H -1.714 -0.197 -0.410
H -0.546 0.386 -1.651
H -1.763 1.414 1.219
H -0.939 1.939 3.328
H 0.676 1.841 2.752
H 1.770 1.988 0.659
H 2.017 0.380 0.723
H 1.719 1.100 -0.805
```

=====

--- two ---
Here is an isolated molecule of C5H13N2 from the OMol25 dataset. Energies are from wB97M-V/def2-TZVPD.

Its expectation value of S² is 0.751. The value obtained for the HOMO energy (alpha / beta) is -3.21 / -8.51 eV. The calculation puts the LUMO energy (alpha / beta) at 1.0 / 0.8 eV. Its spin multiplicity is 2.

Geometry as XYZ:
```
20
C5H13N2 | the OMol25 dataset | wB97M-V/def2-TZVPD
C -0.299 2.140 -0.157
C -0.572 1.347 1.121
C 0.210 -0.023 1.328
N 0.650 -3.034 -0.974
C 0.844 -1.868 -0.165
C -0.176 -1.142 0.391
N -0.349 1.265 -1.311
H -1.119 2.788 -0.265
H 0.753 2.757 -0.156
H -1.720 1.218 1.074
H -0.344 1.966 2.050
H 1.305 0.409 1.138
H 0.381 -0.428 2.331
H 1.314 -3.811 -0.909
H -0.401 -3.297 -1.244
H 1.890 -1.706 0.146
H -1.082 -1.694 0.393
H -0.245 0.287 -1.030
H 0.276 1.597 -2.168
H -1.313 1.229 -1.594
```

=====

How do the energies compare? Relative to the most stable structure, in kJ/mol: one 0.0; two 149.6.

=====

--- one ---
Here is the ion C2H6BrClP with charge +1 from the OMol25 dataset. Energies are from wB97M-V/def2-TZVPD.

The value obtained for the HOMO energy is -15.02 eV. The calculation puts the LUMO energy at -6.7 eV. As for the net charge: +1.

Geometry as XYZ:
```
11
C2H6BrClP | the OMol25 dataset | wB97M-V/def2-TZVPD
C 0.677 0.010 -1.602
C 0.188 0.328 1.580
P -0.353 -0.467 -0.057
Cl -0.619 -2.370 0.063
Br -2.795 0.686 -0.053
H 0.566 -0.842 -2.247
H 1.633 0.219 -1.242
H 0.235 0.981 -1.944
H -0.806 0.388 1.949
H 0.490 1.387 1.337
H 0.784 -0.320 2.216
```

=====

--- two ---
Here is a cluster of 2 separate species, C2H6BrClP in total from the OMol25 dataset. Energies are from wB97M-V/def2-TZVPD.

The value obtained for the HOMO energy is -14.28 eV. The calculation puts the LUMO energy at -7.5 eV. As for the net charge: +1.

Geometry as XYZ:
```
11
C2H6BrClP | the OMol25 dataset | wB97M-V/def2-TZVPD
C -0.029 2.308 0.989
C -0.032 -2.402 -1.757
P -0.790 1.021 1.876
Cl 0.704 0.330 2.980
Br 0.026 -0.685 -0.904
H 0.086 2.137 -0.058
H 0.937 2.508 1.466
H -0.762 3.185 0.908
H -0.968 -2.783 -2.110
H 0.733 -2.604 -2.467
H 0.096 -3.014 -0.922
```

=====

How do the energies compare? Relative to the most stable structure, in kJ/mol: one 0.0; two 108.1.